No. 1
A structure of composition C5H9NO, computed with wB97M-V/def2-TZVPD.

The total energy is -8863.922 eV. The charge is 0. For the energy above the lowest of the compared OMol25 structures with the same formula, charge and spin, the calculation gives 122.02 kcal/mol. As for the strongest force on any atom: 0.555 eV Å⁻¹. The lowest unoccupied orbital energy comes out at 0.896 eV. The calculation puts the HOMO energy at -8.4 eV. The value obtained for the orbital gap is 9.329 eV.

```
16
Properties=species:S:1:pos:R:3:forces:R:3
C -0.81487 -0.17006 1.59644 0.011 -0.028 0.059
C 0.21712 0.81312 1.10062 -0.324 -0.091 -0.153
N 1.73756 -0.16922 0.66379 0.174 -0.043 0.024
C 0.77897 0.50015 -0.24476 -0.063 0.169 -0.169
C 0.12248 -0.45534 -1.22387 -0.015 0.021 0.067
C -1.18668 0.05516 -1.76917 -0.161 0.277 0.111
O -1.74349 1.05712 -1.38575 0.264 -0.451 -0.186
H -0.74640 -1.19897 1.22110 0.021 0.143 0.029
H -0.84808 -0.19607 2.68896 -0.001 0.016 -0.163
H -1.77109 0.24847 1.25157 0.131 -0.027 0.029
H 1.37667 0.40649 1.65249 0.228 -0.023 0.090
H 2.59051 0.39915 0.62948 -0.116 -0.063 0.057
H 1.19050 1.36869 -0.76635 -0.064 -0.135 0.095
H -0.05601 -1.43751 -0.76938 -0.006 0.124 -0.065
H 0.79030 -0.65242 -2.07427 -0.100 0.031 0.092
H -1.63748 -0.56878 -2.57093 0.023 0.080 0.082
```
Positions in Å, forces in eV/Å.


No. 2
A structure of composition C18H31GeO5Pt in a non-equilibrium geometry, computed with wB97M-V/def2-TZVPD.

The total energy is -89156.376 eV. As for the multiplicity: 5. The charge is +1. For the energy above the lowest of the compared OMol25 structures with the same formula, charge and spin, the calculation gives 11.44 kcal/mol. As for the strongest force on any atom: 2.401 eV Å⁻¹. The lowest unoccupied orbital energy (spin up / spin down) comes out at -2.754 / -6.194 eV. The calculation puts the HOMO energy (spin up / spin down) at -10.9 / -10.8 eV. The value obtained for the orbital gap (spin up / spin down) is 8.143 / 4.635 eV. The expectation value of S² is 6.01.

```
56
Properties=species:S:1:pos:R:3:forces:R:3
Pt 0.33094 0.05855 0.63102 -1.090 -0.255 -0.191
C -2.44289 -1.58552 1.73262 -0.385 -0.217 -0.164
O -1.26068 -1.06720 2.31622 0.521 0.049 -0.457
C -1.48363 -0.15496 3.37392 0.071 0.704 0.174
C -1.74355 1.27578 2.88948 -0.365 -0.514 0.189
O -0.52428 1.75772 2.35450 0.348 -0.376 -0.273
C -0.59220 3.03901 1.75796 0.288 0.438 -0.404
C 0.80079 3.31867 1.18485 -0.393 -0.050 0.468
O 1.10682 2.50551 0.06435 0.025 -0.459 0.021
C 0.71375 3.05272 -1.18140 -0.024 0.128 -0.277
H -2.97474 -2.20944 2.45708 0.084 0.017 0.006
H -2.13334 -2.19587 0.88534 -0.071 0.048 0.031
H -3.11079 -0.79369 1.38549 0.087 -0.002 -0.049
H -0.55371 -0.14808 3.95123 -0.211 -0.029 0.085
H -2.31575 -0.49412 4.00189 0.122 -0.014 -0.061
H -2.05190 1.90473 3.73617 0.075 -0.093 -0.085
H -2.53039 1.30443 2.12352 0.122 -0.008 0.071
H -0.84724 3.79298 2.51688 0.084 -0.124 -0.092
H -1.36084 3.05769 0.97111 0.110 -0.063 0.115
H 1.53206 3.04786 1.95132 -0.020 0.201 -0.045
H 0.90379 4.37758 0.92686 0.028 -0.087 0.009
H 1.22996 4.00203 -1.35021 -0.008 -0.037 -0.001
H -0.36457 3.21521 -1.24285 -0.047 -0.071 0.029
H 1.01915 2.33953 -1.94494 -0.058 0.046 -0.029
C 0.34775 -1.93123 -3.24802 0.078 -0.221 0.401
C -0.38635 -1.25720 -2.11751 -0.703 0.267 -0.893
O 0.02231 -1.47616 -0.96356 0.731 0.300 0.690
C -1.53742 -0.43029 -2.40836 0.364 0.422 1.060
C -2.18310 -0.53201 -3.64739 -0.471 0.268 -0.405
C -3.31296 0.19834 -3.93702 0.330 -0.371 -0.242
C -3.81072 1.10375 -2.99570 0.208 -0.097 0.176
C -3.20226 1.24494 -1.78033 0.280 -0.140 0.309
C -2.05828 0.47450 -1.41141 -0.558 -0.332 -1.735
O -1.59348 0.63843 -0.23735 1.230 0.286 2.042
H 1.28650 -2.32584 -2.86214 -0.045 0.007 -0.045
H 0.54077 -1.23739 -4.06156 -0.054 0.022 -0.066
H -0.24548 -2.76421 -3.62132 -0.028 -0.051 -0.129
H -1.79443 -1.22127 -4.38144 -0.026 -0.032 -0.091
H -3.81716 0.07274 -4.88199 0.025 -0.007 -0.104
H -4.67901 1.69826 -3.22634 -0.166 0.076 -0.042
H -3.59154 1.92518 -1.03638 -0.005 0.079 0.045
C 4.67226 -2.03917 1.92878 -0.694 0.410 -0.107
Ge 3.01857 -1.65605 0.85375 0.878 -1.416 -1.214
C 1.95932 -3.33716 0.73854 0.202 0.608 0.178
C 3.50057 -0.94935 -0.96441 -0.165 -0.170 0.719
C 2.02909 -0.18846 1.68703 -0.872 0.851 0.386
H 5.23349 -2.79751 1.39068 -0.024 -0.108 -0.201
H 4.41506 -2.43108 2.90772 -0.096 -0.023 0.080
H 5.29730 -1.16161 2.05026 0.026 0.149 -0.030
H 2.45095 -4.03531 0.06370 0.098 0.032 -0.061
H 0.95440 -3.15016 0.37622 -0.024 0.023 -0.074
H 1.89256 -3.79925 1.71924 0.056 -0.021 0.132
H 3.87003 -1.75258 -1.59750 0.007 -0.101 -0.019
H 4.27627 -0.19257 -0.87429 0.062 0.032 0.054
H 2.63422 -0.48908 -1.43575 -0.066 -0.053 -0.023
H 2.46400 0.39770 2.48142 0.128 0.081 0.140
```
Positions in Å, forces in eV/Å.


No. 3
A structure of composition C40H37AsCoN4OS3 in a non-equilibrium geometry, computed with wB97M-V/def2-TZVPD.

The total energy is -181059.647 eV. As for the multiplicity: 2. The charge is 0. As for the strongest force on any atom: 1.643 eV Å⁻¹. The lowest unoccupied orbital energy (spin up / spin down) comes out at -0.435 / -0.462 eV. The calculation puts the HOMO energy (spin up / spin down) at -6.9 / -6.9 eV. The value obtained for the orbital gap (spin up / spin down) is 6.437 / 6.417 eV. The expectation value of S² is 1.05.

```
87
Properties=species:S:1:pos:R:3:forces:R:3
Co 0.40754 -0.05324 0.11209 0.168 -0.706 0.836
C 0.48423 -5.39568 -0.45610 -0.208 0.388 -0.162
S -0.66392 -4.42604 -1.46975 0.015 -0.192 -0.050
C -0.53838 -2.82115 -0.78155 0.459 0.214 0.880
S 0.33143 -2.51900 0.64392 -0.122 0.175 0.108
N -1.20885 -1.94550 -1.46262 -0.904 -0.468 -1.289
N -1.18286 -0.65822 -1.10123 0.245 1.036 -0.671
C -1.88439 0.10410 -1.89229 0.259 -1.522 0.319
C -1.99158 1.51903 -1.74039 0.043 1.255 0.076
C -2.64869 2.29350 -2.71352 0.200 -0.375 0.292
C -2.69113 3.66227 -2.56059 0.154 0.197 0.190
C -2.08962 4.23410 -1.44251 -0.074 -0.111 -0.146
C -1.47650 3.38907 -0.53066 -0.118 0.371 -0.075
N -1.42140 2.07849 -0.66479 -0.361 -0.228 -0.290
H 0.24238 -6.43664 -0.64134 -0.046 -0.120 -0.007
H 0.33507 -5.13842 0.58786 0.043 -0.150 0.057
H 1.50898 -5.18985 -0.75036 0.073 0.020 0.053
H -2.39341 -0.36631 -2.72931 -0.041 -0.075 0.092
H -3.10288 1.80219 -3.56102 -0.021 -0.003 -0.089
H -3.16958 4.28623 -3.30165 -0.074 0.010 -0.034
H -2.09959 5.30023 -1.27473 -0.010 0.061 -0.015
H -1.00644 3.79737 0.35643 0.062 0.078 0.091
S 1.96922 -0.54691 -1.47179 -0.564 0.105 -0.060
C 3.21206 -1.43740 -0.63076 -0.228 0.250 0.149
C 4.03142 -2.25648 -1.41004 0.077 -0.027 0.103
C 5.07211 -2.95474 -0.83504 0.023 0.047 -0.009
C 5.33345 -2.81162 0.51912 0.150 -0.069 0.153
C 4.52181 -2.00070 1.29025 0.006 -0.001 0.223
C 3.44138 -1.32398 0.74690 0.066 -0.188 -0.193
As 2.28806 -0.20894 1.87006 0.718 -0.662 -0.151
C 3.73582 0.91484 2.57059 -0.208 0.225 0.084
C 3.75928 1.34239 3.89386 -0.306 -0.181 -0.001
C 4.75808 2.18526 4.34781 0.116 0.130 0.106
C 5.73800 2.63568 3.47866 0.024 -0.046 0.071
C 5.70934 2.23887 2.15232 0.120 -0.031 0.000
C 4.71662 1.38715 1.70496 -0.070 -0.214 -0.254
C 1.94919 -1.33308 3.44645 -0.166 0.129 -0.094
C 0.62769 -1.67873 3.71330 -0.121 0.170 -0.237
C 0.29548 -2.41650 4.83478 -0.068 -0.101 0.152
C 1.28662 -2.84999 5.69965 -0.039 0.011 -0.009
C 2.60587 -2.51865 5.44177 0.073 -0.049 0.138
C 2.92960 -1.74870 4.33968 0.251 0.132 -0.225
H 3.83637 -2.32729 -2.47123 -0.062 -0.057 -0.024
H 5.67963 -3.60912 -1.44222 0.113 -0.031 -0.066
H 6.17007 -3.32031 0.97466 0.043 -0.097 0.036
H 4.72711 -1.88429 2.34540 0.122 -0.091 0.007
H 2.99399 0.99401 4.57863 0.042 0.004 0.047
H 4.77425 2.48693 5.38566 -0.005 0.030 0.084
H 6.51889 3.29238 3.83371 0.066 0.058 0.030
H 6.46326 2.59741 1.46725 0.061 0.008 -0.094
H 4.69678 1.07617 0.66630 0.074 -0.022 -0.021
H -0.15515 -1.36933 3.03063 0.079 -0.040 0.086
H -0.74082 -2.64883 5.03945 -0.046 -0.031 -0.050
H 1.03591 -3.43489 6.57365 -0.029 -0.033 0.033
H 3.38854 -2.85367 6.10739 0.061 0.005 0.061
H 3.96061 -1.45802 4.18525 0.016 -0.021 0.042
C 1.91305 2.62287 -2.13000 -0.269 -0.267 0.081
C 1.92123 2.70464 -0.63431 -0.467 -0.553 -0.201
O 1.18400 1.99260 0.05032 0.469 0.903 -0.209
C 2.83382 3.64924 0.02800 0.126 0.505 0.573
C 2.69404 3.81262 1.40986 -0.096 -0.121 -0.158
C 3.52968 4.64822 2.11632 -0.042 0.136 0.024
C 4.52648 5.34320 1.44971 -0.102 0.002 -0.074
C 4.65950 5.21269 0.07669 0.243 0.127 0.041
C 3.82248 4.37684 -0.63810 -0.222 -0.326 0.001
H 1.15326 1.90837 -2.44045 0.069 0.075 -0.035
H 2.88017 2.26466 -2.47501 0.083 -0.044 -0.082
H 1.71669 3.59280 -2.57956 0.023 0.225 0.042
H 1.93179 3.23567 1.91312 -0.023 0.064 0.038
H 3.42029 4.74337 3.18452 -0.015 0.007 0.128
H 5.20493 5.97782 1.99958 0.049 0.093 0.043
H 5.43911 5.75904 -0.43408 0.036 0.023 -0.078
H 3.96779 4.26778 -1.70235 -0.057 -0.007 -0.104
N -0.94203 0.91789 1.82684 0.055 -0.273 -0.842
C -0.97068 1.08597 3.21626 0.073 0.034 0.714
C -2.10208 0.74582 3.95422 0.116 -0.033 -0.255
C -2.12147 0.91794 5.32491 -0.009 0.008 0.081
C -1.01478 1.42574 5.98314 0.020 -0.048 0.160
C 0.11651 1.75922 5.25685 -0.062 0.064 0.055
C 0.13944 1.59869 3.88552 -0.052 0.048 -0.254
H -1.86965 0.76109 1.44452 0.227 0.182 -0.073
H -0.50246 1.70264 1.35849 -0.297 0.080 0.010
H -2.97207 0.35591 3.44399 -0.082 -0.056 -0.064
H -3.01430 0.66740 5.87941 -0.049 -0.046 0.041
H -1.03329 1.56005 7.05430 0.002 0.008 0.074
H 0.98082 2.15969 5.76538 0.118 0.039 0.025
H 1.01909 1.87743 3.31653 0.001 -0.017 0.021
```
Positions in Å, forces in eV/Å.


No. 4
The molecule C5H11N, computed with wB97M-V/def2-TZVPD.

The total energy is -6851.723 eV. The charge is 0. For the energy above the lowest of the compared OMol25 structures with the same formula, charge and spin, the calculation gives 41.63 kcal/mol. As for the strongest force on any atom: 0.597 eV Å⁻¹. The lowest unoccupied orbital energy comes out at 1.157 eV. The calculation puts the HOMO energy at -8.5 eV. The value obtained for the orbital gap is 9.704 eV.

```
17
Properties=species:S:1:pos:R:3:forces:R:3
C 0.37762 0.81381 -1.70373 0.062 0.310 -0.127
C 0.14348 1.58120 -0.36894 0.027 -0.048 -0.117
C -0.10593 0.57418 0.76018 0.118 0.013 -0.060
C -1.36648 -0.22580 0.72586 -0.239 -0.128 0.074
N -0.12464 -0.77260 0.28118 -0.029 -0.216 0.015
C 0.58902 -1.88257 0.82152 0.042 -0.215 0.201
H 0.00539 -0.21777 -1.66566 -0.093 0.585 0.074
H -0.08875 1.28990 -2.56568 0.224 0.292 0.019
H 1.45361 0.69757 -1.87495 -0.141 0.204 -0.130
H 1.01276 2.20654 -0.12242 -0.110 -0.234 -0.113
H -0.70153 2.28648 -0.41254 0.141 -0.291 -0.171
H 0.31429 0.77870 1.75153 -0.065 -0.068 -0.288
H -2.08467 0.01961 -0.06216 0.053 -0.202 0.177
H -1.79849 -0.60320 1.65213 0.064 0.162 0.016
H 1.66005 -1.70399 0.66677 -0.174 -0.092 0.131
H 0.31302 -2.76190 0.23021 0.077 -0.062 0.279
H 0.40126 -2.08014 1.88669 0.043 -0.010 0.021
```
Positions in Å, forces in eV/Å.


No. 5
A cluster of 2 separate species, CH5NO in total in a non-equilibrium geometry, computed with wB97M-V/def2-TZVPD.

The total energy is -4643.592 eV. As for the multiplicity: 2. The charge is +1. For the energy above the lowest of the compared OMol25 structures with the same formula, charge and spin, the calculation gives 54.55 kcal/mol. As for the strongest force on any atom: 4.412 eV Å⁻¹. The lowest unoccupied orbital energy (spin up / spin down) comes out at -8.235 / -11.225 eV. The calculation puts the HOMO energy (spin up / spin down) at -13.2 / -13.2 eV. The value obtained for the orbital gap (spin up / spin down) is 5.006 / 2.016 eV. The expectation value of S² is 0.76.

```
8
Properties=species:S:1:pos:R:3:forces:R:3
N -1.65636 2.46548 -0.83652 3.973 0.741 1.098
H -2.17337 3.30895 -1.04552 -0.353 -0.121 0.287
H -0.70223 2.83399 -0.38383 -2.626 -0.762 -1.545
H -2.01861 1.94850 -0.05668 -0.954 0.114 0.221
O 0.80423 -1.93777 1.00677 1.137 1.452 -3.139
C 1.20971 -1.32377 0.00936 -0.793 0.165 4.337
H 1.18829 -1.62917 -1.01251 -0.182 -0.884 -1.167
H 1.60836 -0.27587 0.24384 -0.201 -0.707 -0.093
```
Positions in Å, forces in eV/Å.


No. 6
A cluster of 2 separate species, C3H3N3O in total in a non-equilibrium geometry, computed with wB97M-V/def2-TZVPD.

The total energy is -9671.097 eV. The charge is 0. For the energy above the lowest of the compared OMol25 structures with the same formula, charge and spin, the calculation gives 146.60 kcal/mol. As for the strongest force on any atom: 3.943 eV Å⁻¹. The lowest unoccupied orbital energy (spin up / spin down) comes out at -1.070 / -0.651 eV. The calculation puts the HOMO energy (spin up / spin down) at -8.7 / -9.1 eV. The value obtained for the orbital gap (spin up / spin down) is 7.617 / 8.413 eV.

```
10
Properties=species:S:1:pos:R:3:forces:R:3
C -2.02239 -0.08634 0.25587 1.441 -1.395 0.382
C 1.31838 2.98602 0.41689 -0.094 -0.109 -0.405
C 0.58846 -2.12499 -0.42188 0.853 -1.503 -0.243
N -3.07084 0.23265 0.53553 -3.207 1.326 1.163
N 0.84244 2.18719 -0.24420 -0.151 -0.390 -0.148
N -0.92596 -0.47359 -0.30214 2.031 1.630 -2.960
O -0.32393 -1.50423 0.19798 -0.641 -1.508 1.019
H 1.77870 3.77192 0.93305 0.308 0.543 0.565
H 0.75362 -3.12688 0.01601 0.270 0.966 -0.085
H 1.06152 -1.86176 -1.38710 -0.809 0.439 0.713
```
Positions in Å, forces in eV/Å.


Question: Among the records above, which one has the highest strongest force on any atom?
Answer: CH5NO


Question: The highest strongest force on any atom belongs to which entry?
Answer: CH5NO


Question: Which formula does entry 2 have?
Answer: C18H31GeO5Pt